(1)
102
Properties=species:S:1:pos:R:3:forces:R:3 method="wB97M-V/def2-TZVPD" homo_energy_ev=-4.03 spin_multiplicity=1 total_charge=-1 gap_ha=0.2262
Sr 1.20264 1.22827 0.80687 -0.72 -2.43 0.47
C 1.68364 -2.20673 2.17767 -0.37 -0.04 -0.14
P 0.60694 -2.78843 0.76807 0.15 -0.42 0.09
C 1.84584 -3.37073 -0.44953 -0.03 -0.06 -0.03
C 1.83514 -4.62623 -1.04993 -0.01 0.02 0.11
C 2.69724 -4.91443 -2.09273 0.07 -0.16 -0.20
C 3.58754 -3.96113 -2.55553 0.11 -0.06 -0.13
C 3.61494 -2.71203 -1.95643 0.08 0.11 -0.04
C 2.74354 -2.41583 -0.92653 -0.01 -0.06 0.05
C -0.01766 -4.42683 1.34547 -0.02 0.25 -0.05
C -1.08876 -4.94543 0.61917 0.06 0.18 0.01
C -1.63426 -6.17673 0.92687 -0.12 -0.17 -0.05
C -1.12556 -6.91293 1.98457 -0.06 -0.08 -0.06
C -0.07006 -6.40463 2.71997 0.01 -0.17 0.13
C 0.47834 -5.17453 2.40587 0.06 0.10 -0.01
C 0.76164 -1.30563 2.93037 -0.06 0.15 0.07
C 0.17634 -1.40443 4.17437 0.18 -0.28 0.28
C -0.83466 -0.42373 4.21327 -0.33 0.18 0.28
C -0.80276 0.21097 2.99067 0.20 -0.07 0.19
C -1.75706 1.12987 2.29627 0.16 -0.34 -0.24
P -2.33266 -0.00033 0.92787 -0.71 0.08 -0.08
C -2.85716 1.10257 -0.44833 0.15 -0.06 0.13
C -2.92816 2.48897 -0.40793 -0.01 -0.08 -0.02
C -3.23106 3.20297 -1.55523 -0.04 0.22 -0.07
C -3.47466 2.54827 -2.74963 -0.02 0.08 -0.12
C -3.43756 1.16357 -2.79273 -0.07 -0.04 -0.12
C -3.12126 0.45237 -1.65213 0.00 -0.04 -0.01
C -4.02706 -0.34723 1.57297 0.12 -0.08 -0.06
C -4.40676 -1.65963 1.82717 0.15 0.10 -0.04
C -5.67146 -1.94023 2.31877 -0.17 -0.15 0.05
C -6.56356 -0.91053 2.56307 -0.11 -0.11 0.06
C -6.18756 0.40297 2.32547 -0.08 0.09 0.01
C -4.92896 0.68007 1.82867 -0.08 -0.10 0.07
N 0.17064 -0.32143 2.20857 -0.57 -1.06 0.99
H 2.51404 -1.64683 1.74467 0.19 -0.08 -0.02
H 2.06924 -3.02563 2.78597 0.13 0.12 -0.11
H 1.14534 -5.38243 -0.70113 0.01 -0.06 0.00
H 2.67644 -5.89463 -2.55013 -0.02 -0.07 -0.03
H 4.25264 -4.18613 -3.38013 0.03 -0.02 0.03
H 4.31574 -1.96303 -2.29713 0.07 0.10 -0.07
H 2.73044 -1.42633 -0.49173 0.11 0.11 0.03
H -1.48976 -4.35893 -0.19873 -0.08 0.02 -0.04
H -2.45846 -6.56473 0.34427 -0.07 -0.01 -0.03
H -1.55016 -7.87623 2.23137 -0.03 -0.05 0.03
H 0.33314 -6.97493 3.54497 0.03 -0.03 0.08
H 1.29764 -4.80703 3.00367 0.07 0.05 0.03
H 0.43664 -2.08213 4.96797 0.07 -0.18 0.10
H -1.49606 -0.21703 5.03697 -0.13 0.05 0.09
H -1.22426 1.96887 1.84287 -0.20 0.31 0.15
H -2.56806 1.46657 2.94727 0.15 0.12 -0.20
H -2.73416 3.01947 0.51197 0.10 0.04 0.09
H -3.27866 4.28287 -1.51803 0.05 0.07 0.01
H -3.67936 3.11027 -3.65133 -0.07 0.06 0.00
H -3.65186 0.64337 -3.71743 0.02 -0.03 -0.06
H -3.07166 -0.63033 -1.68263 0.03 -0.06 -0.02
H -3.69676 -2.45663 1.64607 0.03 -0.05 -0.01
H -5.96286 -2.96543 2.51437 0.01 0.00 0.00
H -7.55326 -1.12933 2.94177 -0.03 -0.01 0.04
H -6.87806 1.20927 2.53187 -0.06 0.05 -0.01
H -4.63796 1.70257 1.63717 0.00 0.13 -0.03
N 3.73934 0.81547 0.71937 0.69 -0.23 -0.46
C 4.18254 1.05357 2.08877 0.12 0.34 0.73
C 3.30964 2.13627 2.80777 1.48 -0.05 0.54
O 3.82954 2.70287 3.76177 0.21 0.00 0.22
O 2.16604 2.31627 2.33637 0.64 1.70 1.81
H 4.40314 0.19617 0.25427 -0.23 0.13 0.07
H 3.76984 1.70597 0.22487 0.02 -0.06 -0.14
H 5.23064 1.38027 2.15267 -0.23 -0.11 0.07
H 4.06464 0.13537 2.67377 0.10 0.01 -0.04
O 0.81654 0.18517 -1.05933 -0.52 -1.09 -1.91
C 1.02304 0.07657 -2.25723 0.22 -0.41 -0.94
C 1.94404 1.01057 -3.01093 0.03 0.14 0.18
C 1.31844 1.71727 -4.23253 -0.21 0.00 -0.07
C -0.10126 1.26247 -4.57793 0.17 -0.04 -0.25
C -0.15616 -0.14333 -5.18173 0.03 0.05 0.20
C 0.64364 -1.15753 -4.35243 -0.01 0.20 -0.39
N 0.47404 -0.93933 -2.94203 -0.30 -0.20 0.32
H 2.82274 0.43267 -3.30763 0.02 -0.09 0.01
H 2.26404 1.75567 -2.28223 0.04 -0.12 -0.03
H 1.96044 1.58197 -5.10773 0.00 0.04 0.00
H 1.28204 2.78827 -4.02553 0.08 -0.04 0.00
H -0.52756 1.96277 -5.30073 -0.07 0.01 0.08
H -0.72466 1.30747 -3.68343 -0.07 0.06 -0.01
H 0.25134 -0.12643 -6.19443 -0.05 -0.04 -0.09
H -1.19916 -0.46093 -5.23713 -0.04 -0.03 -0.09
H 1.70914 -1.07583 -4.58873 -0.07 -0.09 -0.03
H 0.32984 -2.17713 -4.58653 0.13 0.07 0.05
H -0.17526 -1.51133 -2.41803 0.14 0.02 0.08
Br 4.81474 7.58087 0.87947 -0.12 -0.07 -0.03
C 3.04984 6.84757 0.85997 0.20 0.16 0.01
C 1.99834 7.64677 1.26837 0.06 0.12 0.04
C 0.71864 7.11737 1.27797 0.04 0.11 0.04
C 0.50924 5.81177 0.87437 -0.05 -0.06 -0.07
C 1.57154 5.02757 0.44757 -0.01 0.02 0.21
C 2.85824 5.54607 0.44767 -0.01 -0.02 -0.05
C 1.33304 3.59857 0.02017 0.07 2.24 -0.61
O 2.26394 2.98977 -0.53253 0.97 0.07 -0.67
O 0.20464 3.11807 0.22557 -1.70 1.37 -0.33
H 2.17764 8.66547 1.57927 0.03 0.04 0.03
H -0.10136 7.73797 1.61787 -0.04 -0.06 -0.04
H -0.47746 5.37927 0.88427 -0.12 -0.10 0.01
H 3.68224 4.92497 0.13607 0.06 -0.06 -0.03

(2)
94
Properties=species:S:1:pos:R:3:forces:R:3 method="wB97M-V/def2-TZVPD" s_squared=0.75 homo_energy_ev="-10.66 / -10.80" spin_multiplicity=2 total_charge=+1 relative_energy_kj_mol=173.82 gap_ha="0.2829 / 0.2896"
Ce 0.09382 -0.09527 0.67268 0.09 0.46 -2.85
C 0.12287 -2.82402 3.18085 -1.09 0.98 0.55
C -0.38759 -1.40447 3.07158 -0.98 1.90 -0.63
C 0.47471 -0.26974 3.26290 -0.57 -0.79 1.10
C 1.99135 -0.45131 3.41235 -0.21 -1.58 1.08
C -0.05568 1.05889 3.24824 0.87 -0.38 0.70
C 0.79265 2.12631 3.93762 0.20 0.62 0.15
C -1.30427 1.30360 2.70412 -1.44 0.07 0.66
C -1.80133 2.72817 2.57713 0.35 -0.20 0.44
C -2.16779 0.20859 2.35813 1.23 -0.28 1.09
C -3.55427 0.39805 1.88950 -0.78 1.56 -0.45
C -1.74276 -1.11566 2.58468 1.36 -0.58 0.98
C -2.67194 -2.27084 2.29527 -0.46 0.78 0.37
H 1.00380 -2.80798 3.79257 0.39 -0.39 0.30
H 0.34348 -3.17174 2.19155 0.17 -0.59 -0.60
H -0.65894 -3.45957 3.63264 0.50 0.17 -0.25
H 2.35679 -0.76898 4.44734 -0.75 0.57 -1.08
H 2.54241 0.45250 3.15793 0.07 -0.23 -0.32
H 2.25750 -1.35496 2.81181 0.27 0.88 0.02
H 1.56750 1.62330 4.55371 -0.78 0.44 -0.06
H 0.15811 2.80472 4.58828 0.72 -0.92 -0.75
H 1.38761 2.78306 3.26510 -0.59 -0.28 0.03
H -2.43657 3.08241 3.41015 0.15 -0.50 -0.28
H -2.33254 2.84189 1.64690 -0.16 0.25 -0.22
H -0.93252 3.37123 2.55466 0.08 0.30 -0.19
H -4.31540 0.26502 2.67109 0.36 0.06 0.01
H -3.78015 -0.31394 1.13267 -0.31 -0.41 -0.70
H -3.72176 1.38518 1.42523 0.08 -0.35 0.40
H -2.11922 -3.03062 1.78075 0.09 -0.64 -0.28
H -3.48962 -1.90742 1.65393 0.42 -0.73 0.34
H -3.12883 -2.66813 3.22496 0.33 0.14 -0.45
O -0.00943 2.03752 0.10000 1.32 -0.30 -1.09
C 0.57166 2.97124 -0.89215 -0.48 -0.14 2.14
C 0.87767 2.17314 -2.19999 -0.66 0.19 0.21
C 1.74472 0.94305 -2.17330 2.40 -0.36 0.19
C 3.06805 1.03025 -2.70440 -1.81 -0.38 0.15
C 3.83575 -0.11070 -2.86713 0.26 -1.47 0.02
C 3.35658 -1.31931 -2.35696 -2.21 1.50 0.72
C 2.02423 -1.33631 -1.77200 2.95 0.11 -1.06
C 1.58916 -2.68251 -1.32565 -0.49 -1.29 0.27
C 0.05760 -2.90948 -1.22123 -0.66 0.85 -0.48
O -0.51984 -1.98166 -0.31562 0.59 0.21 0.13
C -0.26963 -4.30456 -0.69964 -0.63 -0.88 0.14
C 0.50871 -5.02519 0.23630 0.66 0.77 -0.53
C 0.17892 -6.26732 0.72694 -1.93 -0.46 -0.46
C -1.05370 -6.86956 0.31378 1.13 0.62 0.16
C -1.82236 -6.20042 -0.61368 0.58 1.16 -0.34
C -1.45792 -4.90679 -1.09899 -1.04 -1.13 0.62
C -0.55151 -2.79229 -2.67688 2.26 -0.85 -0.11
C -1.55651 -1.96711 -3.10479 -0.55 0.31 0.34
C -2.14043 -2.15281 -4.37364 -0.34 0.97 0.82
C -1.64984 -3.07262 -5.26620 -0.85 -0.24 0.35
C -0.56535 -3.83164 -4.86054 0.71 -0.32 -0.95
C 0.05328 -3.66149 -3.64405 -1.27 0.33 0.94
N 1.28774 -0.23990 -1.65655 -0.16 1.23 -0.37
C -0.57811 3.95079 -1.18545 -0.17 0.99 0.06
C -1.93145 3.52797 -1.13288 2.08 -1.66 1.06
C -2.91882 4.35949 -1.49978 -2.79 1.43 -0.41
C -2.71795 5.73554 -1.64429 0.86 -0.39 -0.27
C -1.41062 6.20711 -1.54683 -0.43 0.91 -0.36
C -0.34064 5.32754 -1.42144 0.43 -0.86 -0.22
C 1.77066 3.69123 -0.11174 -0.61 -1.83 0.34
C 2.97885 2.97431 0.14239 -1.25 0.28 -0.53
C 3.86158 3.46642 1.08307 1.71 -1.11 0.43
C 3.64969 4.61543 1.84201 -0.66 0.06 -0.98
C 2.47667 5.30424 1.59869 -0.31 -0.77 -0.62
C 1.50749 4.78144 0.70015 0.08 0.69 0.94
H 1.32282 2.87235 -2.97305 -1.05 -0.79 0.69
H -0.16184 1.77848 -2.39257 1.01 0.67 -0.68
H 3.43753 1.98791 -3.01039 0.02 0.32 -0.32
H 4.76976 -0.15661 -3.45433 -0.38 0.51 0.68
H 3.92155 -2.22495 -2.29371 0.28 -0.33 -0.48
H 2.05933 -2.92104 -0.34653 -0.20 0.14 -0.43
H 2.00792 -3.41700 -2.06808 -0.29 0.68 0.98
H 1.45148 -4.58900 0.56596 -0.11 -0.13 -0.02
H 0.81667 -6.76790 1.42955 0.20 -0.11 0.21
H -1.40471 -7.81654 0.71122 0.31 0.01 -0.07
H -2.69941 -6.65916 -1.03576 -0.35 -0.04 0.18
H -2.25739 -4.42459 -1.68948 1.03 -0.04 -0.03
H -1.95179 -1.18344 -2.43879 0.06 -0.60 -0.24
H -3.03054 -1.54749 -4.52959 0.18 -0.13 -0.53
H -2.17465 -3.32813 -6.19007 0.28 0.35 0.23
H -0.22915 -4.55911 -5.59138 0.38 -0.10 0.27
H 0.88824 -4.28592 -3.34609 -0.18 -0.10 -0.21
H -2.22388 2.57185 -0.63548 0.60 0.51 -1.12
H -3.94297 3.95673 -1.62668 0.63 0.32 0.35
H -3.52252 6.42594 -1.86556 -0.04 -0.16 0.10
H -1.26854 7.30279 -1.61186 0.21 -0.82 -0.04
H 0.70573 5.69371 -1.46917 -0.97 -0.20 0.01
H 3.10487 1.98481 -0.34051 0.35 0.92 0.29
H 4.81589 2.92612 1.26046 -0.78 0.20 -0.15
H 4.36508 4.95545 2.57302 0.15 0.04 -0.04
H 2.31320 6.24485 2.07691 -0.41 0.32 0.47
H 0.49101 5.19660 0.77812 0.76 0.00 -0.44